--- i ---
Density functional theory data (ωB97M-V/def2-TZVPD) for 2 unconnected molecules or ions with the total composition C4H12N2.

Values from the calculation:
charge	-1
spin multiplicity	2
gap between HOMO and LUMO (spin up / spin down)	0.0988 / 0.3156	hartree

```
18
C4H12N2 | OMol25 | ωB97M-V/def2-TZVPD
C 1.185 0.350 -3.137
C 0.807 0.488 -1.807
N 1.505 0.060 -0.679
H 2.148 -0.073 -3.401
H 0.535 0.732 -3.955
H -0.145 0.853 -1.650
H 2.125 -0.720 -0.876
H 0.754 -0.049 0.171
C -0.022 0.312 2.328
N -0.546 -0.802 1.425
C -1.810 -0.369 0.660
H 0.969 -0.163 2.715
H 0.368 1.148 1.703
H -0.738 0.615 3.146
H -0.573 -1.640 1.980
H -2.514 0.096 1.361
H -2.430 -1.166 0.150
H -1.618 0.330 -0.135
```

Atom charges from the natural (NBO) analysis, given in e for atoms 1 to 5:
1 C -0.60
2 C 0.03
3 N -0.87
4 H 0.17
5 H 0.19



--- ii ---
Density functional theory data (ωB97M-V/def2-TZVPD) for 2 unconnected molecules or ions with the total composition C4H12N2.

Values from the calculation:
charge	-1
spin multiplicity	2
gap between HOMO and LUMO (spin up / spin down)	0.1089 / 0.3451	hartree

```
18
C4H12N2 | OMol25 | ωB97M-V/def2-TZVPD
C 1.064 -1.736 1.481
C -0.404 -1.854 1.182
C -1.348 -1.049 1.621
H 1.654 -2.038 0.624
H 1.389 -0.754 1.831
H 1.293 -2.417 2.311
H -0.611 -2.766 0.630
H -2.391 -1.132 1.301
H -1.221 -0.070 2.072
N 0.380 2.749 -1.306
C -0.349 1.630 -1.860
N 0.100 0.259 -1.500
H 0.357 2.709 -0.286
H 1.357 2.739 -1.574
H -1.398 1.732 -1.575
H -0.381 1.712 -2.951
H 1.049 0.366 -1.195
H -0.540 -0.081 -0.806
```

Atom charges from the natural (NBO) analysis, given in e for atoms 1 to 5:
1 C -0.85
2 C -0.22
3 C -0.58
4 H 0.20
5 H 0.19



Most stable = ii